{"formula": "C5H8N2", "method": "the ωB97M-V functional and the def2-TZVPD basis", "lumo_energy_ev": 0.1, "homo_ev": -7.3035, "multiplicity": 1, "homo_lumo_gap_ev": 7.41, "energy_ha": -304.701908, "smiles": "C[C@]1(N)C=C=CN1", "species": ["N", "N", "C", "C", "C", "C", "C", "H", "H", "H", "H", "H", "H", "H", "H"], "xyz": [[0.09, -1.23, -0.43], [-1.45, -0.24, 1.10], [1.10, 0.46, 0.69], [-0.28, -0.02, 0.28], [-0.55, 1.13, -0.76], [1.41, -1.23, -0.58], [2.13, -0.14, 0.02], [-1.30, -0.95, 1.81], [1.85, -2.04, -1.17], [-0.58, -1.91, -0.76], [-1.69, 0.62, 1.59], [-0.18, 2.11, -0.45], [-0.02, 0.88, -1.69], [-1.63, 1.18, -0.92], [1.12, 1.39, 1.26]], "lowdin_charge": [0.08, 0.09, -0.13, -0.57, -0.02, -0.12, -0.10, 0.08, 0.11, 0.16, 0.08, 0.08, 0.09, 0.08, 0.09]}